{
  "formula": "C41H58F8O19",
  "method": "the ωB97M-V functional and the def2-TZVPD basis",
  "elements": ["F", "C", "F", "C", "F", "F", "C", "O", "C", "F", "F", "C", "F", "F", "H", "H", "H", "H", "O", "C", "C", "C", "C", "O", "H", "H", "H", "H", "H", "H", "O", "C", "C", "C", "C", "O", "H", "H", "H", "H", "H", "H", "O", "C", "C", "C", "C", "O", "H", "H", "H", "H", "H", "H", "O", "C", "C", "C", "C", "O", "H", "H", "H", "H", "H", "H", "O", "C", "C", "C", "C", "O", "H", "H", "H", "H", "H", "H", "O", "C", "C", "C", "C", "O", "H", "H", "H", "H", "H", "H", "O", "C", "C", "C", "C", "O", "H", "H", "H", "H", "H", "H", "O", "C", "C", "C", "C", "O", "H", "H", "H", "H", "H", "H", "O", "C", "C", "C", "C", "O", "H", "H", "H", "H", "H", "H"],
  "positions_angstrom": [[1.79853, 13.40314, -2.05742], [0.52281, 13.25275, -2.51283], [0.59493, 13.31709, -3.83850], [-0.10962, 11.98866, -1.85720], [-0.82709, 12.40334, -0.83542], [0.78433, 11.03271, -1.47273], [-1.11214, 11.44582, -2.90975], [-1.74504, 10.27058, -2.34732], [-2.87851, 9.65982, -2.93803], [-3.86761, 10.49610, -3.21654], [-2.47658, 9.10914, -4.09868], [-3.40769, 8.58624, -2.00596], [-4.55951, 8.06215, -2.51883], [-2.54250, 7.59748, -1.71633], [-0.00614, 14.14438, -2.17621], [-0.72837, 11.17717, -3.89394], [-1.86010, 12.22266, -3.06845], [-3.63186, 8.94080, -0.99991], [11.45002, 16.73953, -2.39520], [10.76260, 16.21937, -3.23556], [9.49266, 15.38551, -3.00927], [8.81683, 15.43546, -4.36913], [10.04983, 15.50742, -5.23653], [11.03195, 16.21964, -4.52191], [9.67297, 14.32940, -2.80873], [8.77032, 15.70516, -2.25817], [8.21738, 14.61126, -4.75572], [8.31613, 16.40296, -4.33232], [10.41647, 14.53072, -5.55235], [9.82193, 16.13633, -6.09713], [-1.93072, 16.40973, -4.45872], [-1.15170, 17.33404, -4.66911], [-0.95475, 18.60930, -3.85208], [0.04823, 19.36041, -4.64231], [0.58688, 18.42391, -5.76450], [-0.48447, 17.43681, -5.78694], [-1.89692, 19.10775, -3.62415], [-0.58134, 18.21530, -2.90686], [-0.51803, 20.16169, -5.11707], [0.88657, 19.67979, -4.02321], [0.79057, 18.94574, -6.69955], [1.47984, 17.94395, -5.36404], [2.04500, 11.09063, -4.28509], [3.27333, 10.92646, -4.10023], [4.43127, 11.09002, -5.01483], [5.62986, 11.08165, -4.08345], [5.12729, 10.15448, -2.97200], [3.75055, 10.37745, -2.94504], [4.51567, 10.31582, -5.77745], [4.42205, 12.07110, -5.48970], [6.57465, 10.69857, -4.46909], [5.93047, 12.07447, -3.74871], [5.16834, 9.14625, -3.38417], [5.64146, 10.23658, -2.01441], [2.18128, 16.48199, -8.46329], [3.34282, 17.02041, -8.17292], [4.17988, 18.00078, -9.01573], [5.13537, 18.48816, -7.93973], [5.24999, 17.42183, -6.94242], [4.03641, 16.70544, -7.07484], [4.76313, 17.52238, -9.80253], [3.59280, 18.84590, -9.37519], [6.12195, 18.72129, -8.34024], [4.92634, 19.44257, -7.45650], [5.98198, 16.64847, -7.17525], [5.31446, 17.88969, -5.96005], [1.85097, 16.21450, -0.02836], [2.78704, 15.55394, 0.33961], [2.97756, 14.80394, 1.67590], [4.46242, 14.46332, 1.53886], [4.72342, 14.42794, 0.05954], [3.86852, 15.39982, -0.41188], [2.74292, 15.32659, 2.60320], [2.35511, 13.91301, 1.75899], [5.09273, 15.23074, 1.98817], [4.78829, 13.51939, 1.97577], [5.79138, 14.59494, -0.08076], [4.33382, 13.54577, -0.44849], [5.88285, 17.54132, 1.53793], [6.15478, 18.41787, 0.71811], [6.29523, 18.24067, -0.74153], [6.03153, 19.63327, -1.23586], [6.54728, 20.47056, -0.07087], [6.21444, 19.67734, 1.00858], [7.33902, 17.99991, -0.94315], [5.59572, 17.49929, -1.12772], [6.72908, 19.84049, -2.04739], [4.99114, 19.87989, -1.44769], [7.61956, 20.66621, -0.07834], [6.09333, 21.45861, 0.00519], [2.96177, 21.70717, -2.51995], [3.51140, 21.98223, -3.51104], [4.68280, 21.23271, -4.15831], [5.34308, 22.43511, -4.83953], [4.25285, 23.41255, -5.21457], [3.23338, 23.08906, -4.22109], [5.31491, 20.83705, -3.36334], [4.32941, 20.45564, -4.83608], [6.01753, 22.92033, -4.13399], [5.95465, 22.13894, -5.69179], [4.67444, 24.40639, -5.06409], [3.95678, 23.31325, -6.25888], [-1.03221, 11.67547, -8.30179], [-0.37370, 12.55724, -7.84797], [1.01798, 12.32260, -7.25214], [1.42717, 13.74771, -6.96702], [0.15205, 14.53678, -7.02823], [-0.72698, 13.80166, -7.85274], [0.93288, 11.84649, -6.27532], [1.61054, 11.78777, -7.99439], [1.94113, 13.92302, -6.02192], [2.06788, 14.16151, -7.74572], [-0.34638, 14.63096, -6.06345], [0.34513, 15.55926, -7.35283], [4.33557, 17.97082, -3.51988], [4.39601, 16.77182, -3.59910], [3.32428, 15.79416, -3.99670], [4.15290, 14.54202, -4.19421], [5.37089, 14.69555, -3.41843], [5.55219, 16.10926, -3.34184], [2.63465, 15.68795, -3.15930], [2.73753, 15.98270, -4.89574], [3.55727, 13.70690, -3.82558], [4.34873, 14.33875, -5.24704], [5.37870, 14.34874, -2.38510], [6.34399, 14.35845, -3.77558]],
  "forces_ev_per_a": [[0.516, -0.197, 0.263], [0.790, 1.013, 1.585], [-0.362, -0.609, -0.792], [-0.288, -1.260, -3.576], [-0.248, 0.321, 1.788], [-0.465, 1.007, -0.018], [-1.008, -1.114, -0.164], [-1.344, -0.377, 0.426], [2.870, 0.522, -0.012], [-0.322, 0.712, 0.019], [-0.220, -0.209, -0.425], [-0.916, -0.413, 2.062], [0.651, 0.071, -0.232], [0.534, -0.387, -1.088], [-0.403, -0.110, 0.106], [0.655, 0.149, 0.276], [-0.060, 0.173, 0.102], [-0.349, 0.914, -0.280], [-0.431, -0.133, -0.662], [-0.189, -0.521, 2.582], [-1.367, -1.037, 0.011], [0.876, 0.590, 0.056], [-0.764, 0.815, -1.613], [0.866, 0.291, -0.668], [0.801, 0.052, 0.384], [0.656, 0.395, 0.335], [-0.309, 0.127, 0.637], [-0.520, -0.169, -0.801], [0.126, 0.000, 0.101], [0.258, -0.380, -0.407], [1.612, 1.315, -0.106], [-3.159, -0.347, 0.944], [0.015, -2.210, 0.911], [0.735, 1.200, -0.814], [-1.197, 0.081, 2.505], [1.807, -0.596, -2.641], [0.066, -0.102, -0.293], [0.159, 0.344, 0.301], [0.628, 0.501, 0.052], [-0.194, 0.604, -0.163], [-0.485, -0.560, -0.120], [0.155, -0.213, -0.464], [4.332, -0.325, 0.574], [-3.807, -0.955, 0.366], [1.244, 1.487, -0.721], [1.043, -0.479, 0.618], [0.815, -0.320, -1.576], [-2.193, 1.168, 0.745], [-0.410, -0.073, 0.077], [-0.508, -0.246, -0.418], [-0.224, -0.282, -0.473], [-0.567, 0.145, 0.324], [0.816, -0.378, 0.431], [-0.515, 0.075, 0.045], [6.174, 2.993, 1.704], [-4.884, -2.557, -2.324], [-0.363, 0.512, 1.311], [1.904, 1.980, -1.232], [0.040, -0.724, 0.321], [-2.123, -0.738, 0.490], [-0.530, -0.231, -0.121], [-0.154, -0.473, -0.377], [0.146, -0.202, -0.297], [-0.917, -0.057, -0.072], [0.637, 0.436, 0.382], [0.199, -0.767, 0.256], [0.356, -0.350, 0.069], [-1.635, 0.596, 1.358], [0.758, -0.373, -0.268], [0.484, -0.999, 1.229], [0.005, -1.165, 1.091], [0.025, 2.137, -2.173], [0.024, 0.649, -0.488], [-0.093, -0.125, -0.595], [-0.155, 0.182, -0.113], [-0.293, -0.087, 0.245], [-0.202, 0.352, -0.730], [0.722, -0.773, 0.267], [0.736, 1.408, -1.004], [-1.535, -3.466, 1.359], [-0.207, -0.224, -0.604], [1.340, 1.146, -0.804], [-0.092, 0.872, -1.246], [0.013, 1.322, 3.223], [0.002, -0.421, -0.157], [0.368, -0.104, 0.114], [-0.668, 0.093, -0.634], [0.110, -0.261, -0.153], [0.248, -0.334, -0.140], [-0.341, -0.194, 0.199], [-1.602, -0.575, 2.207], [1.831, -0.462, -1.990], [-0.080, 1.431, 0.285], [1.320, -0.894, -0.598], [0.520, -0.811, 0.935], [-0.370, 1.512, -1.111], [-0.282, -0.287, -0.368], [0.017, -0.013, 0.105], [0.019, -0.066, 0.099], [0.037, 0.097, -0.091], [-0.738, 0.211, 0.121], [-0.714, -0.132, 0.257], [-0.999, -0.694, -0.572], [1.237, -2.571, -0.079], [-0.668, 1.103, 0.514], [1.339, 0.649, -0.435], [-0.049, 1.131, 1.349], [-0.734, 1.815, -0.478], [-0.032, -0.724, -0.396], [0.028, -0.130, 0.402], [-0.008, -0.242, 0.086], [0.178, -0.156, -0.069], [0.042, -0.072, 0.223], [-0.415, -0.306, -0.526], [0.075, -0.141, -0.065], [-0.090, 0.747, -0.330], [0.335, -0.442, 0.129], [-2.092, -2.203, -0.878], [2.282, 0.848, 1.584], [-0.030, 1.262, 0.168], [0.011, 0.036, 0.157], [0.250, 0.644, 0.130], [0.098, -0.282, -0.143], [0.051, 0.263, -0.106], [-0.674, -0.228, 0.013], [-0.393, -0.440, -0.712]],
  "lowdin_charge": [0.06, -0.29, 0.10, -0.45, 0.15, 0.13, -0.03, 0.01, -0.54, 0.18, 0.15, -0.29, 0.09, 0.10, 0.17, 0.14, 0.15, 0.17, 0.12, -0.49, -0.07, -0.18, -0.18, 0.06, 0.13, 0.12, 0.11, 0.12, 0.13, 0.13, 0.09, -0.49, -0.08, -0.15, -0.09, 0.02, 0.13, 0.13, 0.12, 0.11, 0.13, 0.10, 0.08, -0.40, -0.07, -0.14, -0.16, 0.02, 0.14, 0.11, 0.12, 0.09, 0.13, 0.13, 0.02, -0.35, -0.04, -0.19, -0.16, 0.01, 0.13, 0.13, 0.12, 0.11, 0.14, 0.12, 0.11, -0.47, -0.04, -0.16, -0.21, 0.01, 0.13, 0.12, 0.10, 0.12, 0.13, 0.13, 0.09, -0.49, -0.07, -0.16, -0.16, 0.07, 0.14, 0.11, 0.11, 0.12, 0.13, 0.13, 0.16, -0.52, -0.06, -0.17, -0.13, 0.03, 0.08, 0.11, 0.12, 0.11, 0.12, 0.12, 0.12, -0.54, -0.05, -0.17, -0.16, 0.09, 0.10, 0.13, 0.09, 0.10, 0.11, 0.10, 0.11, -0.47, -0.04, -0.16, -0.17, 0.01, 0.13, 0.11, 0.10, 0.12, 0.11, 0.10],
  "orbital_gap_ev": 8.9,
  "total_charge": 0,
  "homo_ev": -9.2964,
  "relative_energy_kj_mol": 300.7,
  "e_lumo_ev": -0.394,
  "largest_force_ha_per_bohr": 0.13748
}